Density functional theory data (the ωB97M-V functional and the def2-TZVPD basis) for the molecule C3H2F2S2 at a distorted geometry.

Properties
- maximum force (eV Å⁻¹) = 5.485
- LUMO level (spin up / spin down) (eV) = 0.60 / -2.73
- 2S+1 = 3
- HOMO-LUMO gap (spin up / spin down) (eV) = 6.15 / 7.08
- net charge = 0

Positions of all 9 atoms, in Å:
C (0.1661, 1.0260, 0.8546)
C (-0.3459, 1.3319, -0.3287)
C (0.0565, -1.4723, -0.2839)
F (-0.8203, -2.3971, 0.0485)
F (1.1142, -2.0213, -0.9398)
S (0.5733, -0.6364, 1.2144)
S (-0.8863, 0.0473, -1.3740)
H (0.5434, 1.8470, 1.4444)
H (-0.4010, 2.2750, -0.6356)

Cartesian forces (eV/Å) of the 6 atoms listed first:
1.3 -1.6 1.2
-1.0 -5.0 -2.0
1.9 0.9 1.8
-0.7 -1.1 -0.4
-0.6 0.0 0.0
0.6 0.5 1.2